No. 1
Computed, not measured: an isolated ion of composition C5H6N and charge +1, with ωB97M-V with the def2-TZVPD basis set.

Structure (ORCA input):
```
! RIJCOSX wB97M-V def2-TZVPD def2/J DEFGRID3
* xyz 1 1
N -1.049 0.888 -0.308
C 0.353 0.809 0.279
C 1.170 1.263 -0.948
C 2.280 0.346 -0.584
C 2.240 -0.755 0.318
C 0.931 -0.536 0.818
H -1.385 -0.079 -0.207
H -0.715 1.116 -1.195
H -1.844 1.534 -0.005
H 0.471 1.418 1.088
H 3.000 -1.463 0.537
H 0.636 -1.161 1.677
*
```

Calculated values
**LUMO level (spin up / spin down)**: -6.25 / -5.64 eV
**HOMO level (spin up / spin down)**: -13.7 / -13.6 eV
**SMILES string**: [NH3+][C@@H]1C#CC=C1

Here is what Mulliken gives for the atomic charges, in e:
1 N -0.1830
2 C 0.1827
3 C -0.5703
4 C 0.1040
5 C -0.2447
6 C -0.5998
7 H 0.3879
8 H 0.3702
9 H 0.3761
10 H 0.3581
11 H 0.4630
12 H 0.3557

---

No. 2
Computed, not measured: an isolated ion of composition C5H6N and charge +1, with ωB97M-V with the def2-TZVPD basis set.

Structure (ORCA input):
```
! RIJCOSX wB97M-V def2-TZVPD def2/J DEFGRID3
* xyz 1 1
N -1.837 0.017 -0.008
C -0.231 0.048 -0.144
C 0.623 -0.988 -0.012
C 1.940 -0.546 0.059
C 1.750 0.814 -0.006
C 0.519 1.387 -0.022
H -2.400 0.573 -0.608
H -1.988 0.178 0.976
H -2.161 -0.964 0.002
H 0.496 -1.977 -0.212
H 2.879 -1.048 0.066
H 0.409 2.506 -0.091
*
```

Calculated values
**LUMO level (spin up / spin down)**: -6.59 / -6.53 eV
**HOMO level (spin up / spin down)**: -13.1 / -13.1 eV
**SMILES string**: [NH3+]C1=CC=C=C1

Here is what Mulliken gives for the atomic charges, in e:
1 N -0.3358
2 C 0.3791
3 C -0.5980
4 C -0.4781
5 C 0.2234
6 C -0.5609
7 H 0.3542
8 H 0.4012
9 H 0.3666
10 H 0.4406
11 H 0.4557
12 H 0.3519

---

No. 3
Computed, not measured: a 2-piece molecular cluster, C5H6N overall, with ωB97M-V with the def2-TZVPD basis set.

Structure (ORCA input):
```
! RIJCOSX wB97M-V def2-TZVPD def2/J DEFGRID3
* xyz 1 1
C -2.132 0.178 0.110
C -0.924 -0.057 -0.201
C 4.138 0.509 0.344
C 2.952 0.471 -0.058
C -3.408 0.637 0.307
N 0.185 -0.395 -0.481
H 4.634 -0.528 0.599
H 5.072 1.056 0.534
H -3.163 1.623 0.618
H -4.178 0.660 -0.514
H -3.879 0.116 1.193
H 1.909 -0.028 -0.211
*
```

Calculated values
**LUMO level (spin up / spin down)**: -7.27 / -7.26 eV
**HOMO level (spin up / spin down)**: -12.3 / -12.3 eV

Here is what Mulliken gives for the atomic charges, in e:
1 C -0.3029
2 C 1.0986
3 C -0.4542
4 C 0.1221
5 C -1.0568
6 N -0.6650
7 H 0.2968
8 H 0.3820
9 H 0.2893
10 H 0.3123
11 H 0.3041
12 H 0.6737

---

No. 4
Computed, not measured: C5H6N as an isolated structure, with ωB97M-V with the def2-TZVPD basis set.

Structure (ORCA input):
```
! RIJCOSX wB97M-V def2-TZVPD def2/J DEFGRID3
* xyz 1 3
C -0.429 1.245 -0.410
C 0.114 -1.731 -0.026
C -1.494 -0.182 1.285
C 0.937 0.968 -0.418
C 0.929 -0.941 -0.563
N -1.115 0.648 0.532
H -0.657 -2.250 0.518
H -2.049 -0.852 1.925
H 1.556 1.507 -1.199
H 1.275 0.691 0.608
H 1.835 -1.022 -1.015
H -0.901 1.919 -1.235
*
```

Calculated values
**LUMO level (spin up / spin down)**: -4.78 / -7.26 eV
**HOMO level (spin up / spin down)**: -11.6 / -15.3 eV

Here is what Mulliken gives for the atomic charges, in e:
1 C 0.0323
2 C -0.3718
3 C 0.1152
4 C -0.7658
5 C -0.2415
6 N -0.1755
7 H 0.4071
8 H 0.4797
9 H 0.3844
10 H 0.3706
11 H 0.4307
12 H 0.3345

---

No. 5
Computed, not measured: one molecule with the formula C5H6N2, with ωB97M-V with the def2-TZVPD basis set.

Structure (ORCA input):
```
! RIJCOSX wB97M-V def2-TZVPD def2/J DEFGRID3
* xyz 0 1
C 1.869 0.252 1.691
C 1.233 -0.286 0.625
C -0.123 0.068 0.070
N -0.703 1.111 0.468
N -1.900 1.278 -0.323
C -1.975 0.330 -1.163
C -0.812 -0.631 -0.994
H 2.903 -0.078 1.857
H 1.514 1.127 2.253
H 1.780 -1.042 0.106
H -2.673 0.222 -1.987
H -1.029 -1.652 -0.793
H -0.084 -0.700 -1.808
*
```

Calculated values
**LUMO level**: 0.37 eV
**HOMO level**: -9.5 eV
**SMILES string**: C=CC1=NN=CC1

Here is what Mulliken gives for the atomic charges, in e:
1 C -0.7542
2 C -0.2950
3 C 0.5143
4 N -0.3562
5 N -0.5350
6 C -0.1079
7 C -0.2932
8 H 0.2539
9 H 0.3070
10 H 0.2744
11 H 0.3931
12 H 0.3208
13 H 0.2780

---

No. 6
Computed, not measured: one molecule with the formula C5H6N2, with ωB97M-V with the def2-TZVPD basis set.

Structure (ORCA input):
```
! RIJCOSX wB97M-V def2-TZVPD def2/J DEFGRID3
* xyz 0 1
C -0.820 -0.075 1.371
C -1.415 -0.031 0.139
C -0.381 0.210 -0.971
C 0.914 -0.431 -1.359
N 0.950 0.895 -0.671
N 1.439 0.722 0.671
C 0.714 0.122 1.561
H -1.704 -0.065 2.209
H -2.521 -0.121 -0.402
H -0.762 0.709 -1.859
H 1.235 -1.564 -0.998
H 1.235 -0.318 -2.305
H 1.115 -0.051 2.614
*
```

Calculated values
**LUMO level**: 0.39 eV
**HOMO level**: -8.8 eV
**SMILES string**: C1=C[C@@H]2CN2N=C1

Here is what Mulliken gives for the atomic charges, in e:
1 C -0.1952
2 C -0.3145
3 C 0.1031
4 C -0.3922
5 N -0.3032
6 N -0.4043
7 C -0.1121
8 H 0.2100
9 H 0.2404
10 H 0.3320
11 H 0.1646
12 H 0.3128
13 H 0.3588

---

No. 7
Computed, not measured: C5H6N2 as an isolated structure, with ωB97M-V with the def2-TZVPD basis set.

Structure (ORCA input):
```
! RIJCOSX wB97M-V def2-TZVPD def2/J DEFGRID3
* xyz 0 1
C -1.844 1.007 1.565
C -0.064 -0.579 0.936
C 0.520 -0.387 -0.226
C -0.334 0.888 -0.418
C 1.402 -1.143 -1.158
N -2.796 1.356 2.086
N -0.800 0.653 0.941
H 0.109 -1.202 1.739
H 0.068 1.886 -0.409
H -1.163 1.040 -1.063
H 1.799 -1.898 -0.644
H 2.153 -0.247 -1.313
H 0.950 -1.375 -2.036
*
```

Calculated values
**LUMO level**: 0.69 eV
**HOMO level**: -8.6 eV

Here is what Mulliken gives for the atomic charges, in e:
1 C 0.4894
2 C -0.6842
3 C 0.5501
4 C -0.6390
5 C -1.1338
6 N -0.4657
7 N -0.1008
8 H 0.4351
9 H 0.2753
10 H 0.3481
11 H 0.3618
12 H 0.2555
13 H 0.3084

---

No. 8
Computed, not measured: one molecule with the formula C5H6N2, with ωB97M-V with the def2-TZVPD basis set.

Structure (ORCA input):
```
! RIJCOSX wB97M-V def2-TZVPD def2/J DEFGRID3
* xyz 0 1
N -1.101 3.027 0.662
C -0.498 2.042 0.804
C 0.208 0.823 0.965
C -0.546 -1.539 0.390
C 0.452 -1.018 -0.470
C 0.312 0.273 -1.294
N 0.977 0.327 -0.045
H 0.425 0.481 1.971
H -1.034 -2.469 0.107
H -0.609 -1.275 1.432
H 1.133 -1.713 -0.970
H -0.670 0.736 -1.378
H 0.950 0.305 -2.173
*
```

Calculated values
**LUMO level (spin up / spin down)**: -0.65 / -0.43 eV
**HOMO level (spin up / spin down)**: -8.6 / -8.2 eV

Here is what Mulliken gives for the atomic charges, in e:
1 N -0.4305
2 C 0.3696
3 C -0.5838
4 C -0.8985
5 C 0.0724
6 C -0.3243
7 N -0.2607
8 H 0.5275
9 H 0.3056
10 H 0.2644
11 H 0.3952
12 H 0.2917
13 H 0.2716

---

No. 9
Computed, not measured: C5H6N2 as an isolated structure, with ωB97M-V with the def2-TZVPD basis set.

Structure (ORCA input):
```
! RIJCOSX wB97M-V def2-TZVPD def2/J DEFGRID3
* xyz 0 1
C -0.958 -0.006 -0.897
C 0.003 1.065 -0.850
C -0.281 -1.161 -0.574
C 1.158 0.590 -0.351
C 0.981 -0.815 -0.001
N -0.768 0.315 1.488
N 0.152 -0.390 1.671
H -1.809 0.282 -1.563
H -0.422 2.111 -0.911
H -0.699 -2.114 -0.453
H 2.153 1.076 -0.163
H 1.700 -1.507 0.303
H -1.212 0.554 2.300
*
```

Calculated values
**LUMO level**: 0.65 eV
**HOMO level**: -8.0 eV

Here is what Mulliken gives for the atomic charges, in e:
1 C -0.2929
2 C -0.3332
3 C -0.8388
4 C -0.4999
5 C 0.1391
6 N -0.0769
7 N -0.2086
8 H 0.3382
9 H 0.3220
10 H 0.3857
11 H 0.3173
12 H 0.4975
13 H 0.2503